*1*
The following is a DFT calculation (wB97M-V/def2-TZVPD) of a cluster of 2 separate species, C5H13N2O in total.

Element x y z (Å)
H1 -3.252 -1.637 -2.861
H2 -1.002 1.045 -0.169
N1 -3.332 -1.634 -1.853
C1 2.450 1.221 1.627
H3 -1.362 0.558 1.402
N2 -1.099 0.251 0.467
H4 3.398 1.759 1.611
C2 2.163 0.666 0.249
C3 -2.546 -0.685 -1.251
H5 1.669 1.946 1.873
O1 2.246 1.522 -0.796
H6 2.510 0.395 2.324
H7 -3.231 -2.554 -1.473
H8 -0.130 -0.131 0.562
C4 -2.019 -0.770 -0.027
H9 1.890 -1.057 -0.955
H10 2.360 2.413 -0.450
H11 -2.029 -1.661 0.584
C5 1.862 -0.627 0.036
H12 -2.428 0.237 -1.814
H13 1.884 -1.257 0.915

Multiplicity: 1
Total charge: +1
Orbital gap in eV: 9.579

*2*
The following is a DFT calculation (wB97M-V/def2-TZVPD) of a cluster of 2 separate species, C5H13N2O in total.

Element x y z (Å)
C1 2.383 0.915 -0.272
H1 0.718 -1.294 0.725
H2 2.414 -1.256 1.692
H3 0.591 0.919 1.093
N1 -0.528 0.620 1.163
H4 2.694 -0.720 -1.273
H5 -3.034 -0.424 1.218
C2 1.894 -1.410 0.617
H6 -2.810 -0.755 -0.533
H7 -3.426 0.570 0.026
C3 -0.770 0.968 -1.120
H8 2.882 1.295 -1.141
H9 -1.346 0.754 -1.907
H10 -0.381 1.947 -1.114
H11 2.273 -2.349 0.274
H12 -0.638 0.567 2.156
N2 2.474 -0.430 -0.324
C4 -1.345 0.540 0.169
C5 -2.677 -0.078 0.205
O1 1.898 1.546 0.640
H13 0.120 0.548 -1.397

Multiplicity: 1
Total charge: +1
Orbital gap in eV: 10.379

*3*
The following is a DFT calculation (wB97M-V/def2-TZVPD) of a cluster of 2 separate species, C5H13N2O in total.

Element x y z (Å)
H1 0.756 -0.516 1.078
H2 2.202 -3.442 -0.821
H3 2.894 -2.523 0.305
H4 0.537 1.999 1.113
H5 -3.062 -0.527 1.211
C1 0.567 -0.309 0.001
H6 -0.948 -1.265 -1.963
N1 -1.612 0.838 0.574
C2 -0.910 -0.105 -0.221
O1 2.172 -2.669 -0.279
N2 1.424 1.923 0.593
H7 0.791 -1.294 -0.442
C3 -1.516 -0.674 -1.260
H8 -2.512 -0.421 -1.601
H9 0.748 1.412 -1.310
H10 2.094 1.547 1.267
H11 1.723 2.828 0.233
C4 -2.721 0.496 1.082
C5 1.298 0.919 -0.511
H12 2.285 0.648 -0.900
H13 -3.301 1.241 1.623

Multiplicity: 1
Total charge: +1
Orbital gap in eV: 9.205

Of them, the most stable is *1* and the least stable is *3*.

*1*
The following is a DFT calculation (wB97M-V/def2-TZVPD) of the ion C5H13N2O with charge +1.

Element x y z (Å)
H1 -0.072 0.956 -1.017
C1 0.271 2.919 -0.104
H2 -1.477 1.375 1.079
C2 -0.631 0.714 0.869
H3 -0.026 0.622 1.792
H4 -2.283 -0.206 -0.222
C3 0.196 -2.410 -0.272
H5 1.304 3.135 -0.343
C4 -1.406 -0.546 0.324
O1 2.095 -0.896 -0.347
C5 1.697 -2.027 -0.389
H6 -0.034 -2.651 0.771
H7 -1.422 -1.660 -1.367
H8 -0.466 3.492 -0.639
H9 -1.539 -1.110 1.257
H10 2.480 -2.804 -0.581
H11 0.227 3.225 0.963
H12 0.278 -3.385 -0.810
H13 1.236 1.168 -0.057
N1 -0.668 -1.323 -0.771
N2 0.240 1.410 -0.135

Multiplicity: 1
Total charge: +1
Orbital gap in eV: 10.536

*2*
The following is a DFT calculation (wB97M-V/def2-TZVPD) of a cluster of 2 separate species, C5H13N2O in total.

Element x y z (Å)
C1 -0.576 0.740 2.564
C2 0.421 -0.730 -3.651
O1 0.949 -0.031 -0.435
H1 0.922 0.220 -3.901
H2 -3.509 0.573 1.176
C3 1.678 -0.723 -1.526
N1 -2.888 1.029 1.852
N2 0.803 0.454 2.159
H3 -0.291 -1.152 -4.328
H4 2.311 -1.485 -1.023
H5 0.862 0.251 1.074
H6 0.223 0.428 -0.898
H7 -3.212 0.895 2.788
H8 1.421 1.233 2.364
C4 0.705 -1.329 -2.489
H9 1.189 -0.368 2.650
C5 -1.559 0.757 1.615
H10 -0.712 0.898 3.629
H11 0.239 -2.251 -2.175
H12 2.313 0.022 -2.007
H13 -1.290 0.568 0.564

Multiplicity: 1
Total charge: +1
Orbital gap in eV: 9.912

*3*
The following is a DFT calculation (wB97M-V/def2-TZVPD) of the ion C5H13N2O with charge +1.

Element x y z (Å)
H1 -0.485 -1.276 -1.074
H2 -0.120 3.029 -2.426
H3 1.116 -1.819 -0.593
H4 -1.130 -1.671 3.618
H5 1.887 0.331 -1.247
C1 0.169 -0.360 0.978
H6 -0.903 0.737 -1.598
C2 0.483 -0.949 -0.696
H7 0.331 2.657 -0.764
H8 -2.244 -1.720 2.297
C3 0.050 0.973 -2.077
C4 0.495 2.384 -1.797
O1 -0.590 0.586 0.764
H9 0.546 -1.968 1.938
N1 -0.291 -1.464 1.686
H10 -0.055 0.751 -3.132
C5 -1.354 -1.207 2.659
H11 1.504 2.633 -2.110
H12 -1.515 -0.142 2.756
N2 0.975 -0.023 -1.523
H13 1.153 -0.118 1.430

Multiplicity: 1
Total charge: +1
Orbital gap in eV: 7.271

Of them, the most stable is *2* and the least stable is *3*.

*1*
The following is a DFT calculation (wB97M-V/def2-TZVPD) of a cluster of 2 separate species, C5H13N2O in total.

Element x y z (Å)
H1 2.062 -0.804 0.591
C1 -1.251 -1.994 -0.928
N1 -1.274 -2.777 -2.049
C2 0.741 1.577 -1.203
H2 -0.823 -1.655 1.142
H3 1.664 2.339 1.413
H4 1.333 0.705 2.135
H5 -0.501 2.911 1.215
H6 1.492 1.540 -1.869
C3 -0.940 -2.348 0.314
O1 2.065 -0.117 -0.064
H7 -1.489 -0.942 -1.233
H8 0.284 2.641 -1.130
H9 -0.730 -3.618 -2.170
C4 1.269 0.978 0.023
H10 0.067 0.848 -1.591
C5 0.890 1.492 1.393
H11 -0.387 2.248 2.628
H12 -1.863 -2.429 -2.759
N2 -0.367 2.011 1.652
H13 -0.757 -3.414 0.446

Multiplicity: 1
Total charge: +1
Orbital gap in eV: 5.705

*2*
The following is a DFT calculation (wB97M-V/def2-TZVPD) of a cluster of 2 separate species, C5H13N2O in total.

Element x y z (Å)
H1 -2.754 2.041 -0.487
H2 1.489 0.058 0.532
N1 -2.155 2.461 0.215
C1 2.251 -0.283 -2.293
H3 -0.855 -0.190 2.785
H4 -1.423 -1.521 2.031
H5 0.172 -0.314 -1.954
H6 3.228 -0.645 -2.004
H7 2.159 0.430 -3.101
C2 -1.612 0.256 0.957
C3 1.218 -1.588 -0.454
N2 -0.926 -0.651 1.886
H8 -0.415 1.995 1.252
H9 -2.434 -0.173 0.399
H10 2.093 -2.216 -0.596
O1 1.330 -0.852 0.813
C4 -1.320 1.550 0.852
H11 0.155 -0.799 1.393
C5 1.155 -0.614 -1.613
H12 -1.672 3.253 -0.187
H13 0.318 -2.198 -0.423

Multiplicity: 1
Total charge: +1
Orbital gap in eV: 9.802

Of them, the most stable is *2* and the least stable is *1*.

*1*
The following is a DFT calculation (wB97M-V/def2-TZVPD) of a structure of composition C4H5N3.

Element x y z (Å)
H1 -1.522 2.032 -0.633
C1 -1.883 0.109 0.183
H2 -1.636 1.016 0.959
C2 -1.123 -1.147 0.291
N1 0.316 1.068 -0.463
N2 2.192 -0.183 0.008
H3 2.573 -1.116 -0.026
C3 0.848 -0.085 -0.089
N3 0.168 -1.253 0.159
H4 -1.642 -2.115 0.339
C4 -1.025 1.105 -0.336
H5 2.734 0.569 -0.391

Multiplicity: 1
Total charge: 0
Orbital gap in eV: 8.683

*2*
The following is a DFT calculation (wB97M-V/def2-TZVPD) of an isolated molecule of C4H5N3.

Element x y z (Å)
N1 1.323 1.203 -0.166
H1 0.081 1.528 1.393
C1 0.041 -1.135 0.272
H2 -2.165 0.957 -0.966
C2 -0.727 -0.007 0.043
C3 0.133 1.078 0.403
H3 -0.336 -2.146 0.442
H4 2.942 -0.064 -0.604
N2 -2.069 0.198 -0.297
H5 -2.540 -0.617 -0.673
C4 1.934 0.027 -0.213
N3 1.384 -1.023 0.365

Multiplicity: 1
Total charge: 0
Orbital gap in eV: 8.091

Of them, the most stable is *2* and the least stable is *1*.

*1*
The following is a DFT calculation (wB97M-V/def2-TZVPD) of an isolated molecule of C4H5N3.

Element x y z (Å)
N1 -1.034 -1.412 -0.696
H1 0.651 1.939 -0.504
H2 -1.387 -0.933 -2.690
H3 1.277 1.524 1.706
H4 1.226 0.053 2.383
C1 -0.954 -0.597 -1.739
C2 0.157 0.970 -0.558
N2 1.206 0.535 1.520
C3 0.283 0.137 0.558
C4 -0.444 -1.061 0.458
H5 -0.567 -1.781 1.266
N3 -0.415 0.627 -1.704

Multiplicity: 1
Total charge: 0
Orbital gap in eV: 9.668

*2*
The following is a DFT calculation (wB97M-V/def2-TZVPD) of a cluster of 2 separate species, C4H5N3 in total.

Element x y z (Å)
N1 0.334 1.024 -0.662
C1 0.512 1.380 0.543
N2 0.931 3.855 1.266
C2 -0.451 -2.042 -0.816
H1 -0.247 -3.113 -0.865
H2 -1.287 -1.795 -1.474
C3 -1.030 -1.369 1.623
H3 0.478 0.632 1.336
C4 0.746 2.755 0.958
N3 -0.780 -1.682 0.521
H4 0.374 1.824 -1.298
H5 0.420 -1.467 -1.132

Multiplicity: 1
Total charge: 0
Orbital gap in eV: 11.171

Of them, the most stable is *1* and the least stable is *2*.

*1*
The following is a DFT calculation (wB97M-V/def2-TZVPD) of the ion C5H15N2 with charge +1.

Element x y z (Å)
C1 -0.884 1.787 -0.421
H1 1.477 1.334 -1.053
H2 -0.571 -1.526 -0.811
H3 1.686 -1.609 -0.235
H4 -0.284 2.539 0.074
H5 -1.583 -1.879 1.255
H6 2.026 -1.028 1.918
H7 0.865 -0.048 -1.928
C2 1.073 0.329 -0.932
H8 -2.062 -0.225 1.444
C3 -2.019 -1.039 0.721
H9 3.011 -0.514 -0.486
N1 1.877 -0.242 1.299
H10 2.481 0.519 1.583
H11 -1.878 1.744 0.009
H12 -1.009 1.928 -1.488
H13 -1.784 -0.398 -1.356
C4 1.993 -0.571 -0.116
H14 0.026 0.376 0.792
N2 -0.229 0.451 -0.210
C5 -1.172 -0.677 -0.495
H15 -3.041 -1.252 0.436

Multiplicity: 1
Total charge: +1
Orbital gap in eV: 11.566

*2*
The following is a DFT calculation (wB97M-V/def2-TZVPD) of the ion C5H15N2 with charge +1.

Element x y z (Å)
H1 1.290 0.056 1.930
C1 0.190 0.483 0.170
H2 0.198 -2.850 -0.915
H3 0.018 -0.190 -2.797
N1 -0.232 1.815 2.096
C2 0.230 0.449 1.623
H4 0.777 1.354 -0.220
H5 -1.251 1.180 -1.186
H6 -1.890 0.038 -0.046
C3 0.674 -0.687 -0.676
C4 0.931 -0.431 -2.163
H7 -0.391 -2.171 0.562
H8 -0.790 1.769 2.959
H9 1.579 0.449 -2.142
H10 1.697 -0.964 -0.249
H11 -1.296 -1.652 -0.979
C5 -0.298 -1.969 -0.474
H12 -1.587 1.386 0.716
H13 1.430 -1.273 -2.543
H14 -0.595 -0.082 2.210
H15 0.593 2.397 2.314
N2 -1.274 0.895 -0.189

Multiplicity: 1
Total charge: +1
Orbital gap in eV: 11.409

*3*
The following is a DFT calculation (wB97M-V/def2-TZVPD) of the ion C5H15N2 with charge +1.

Element x y z (Å)
H1 -0.088 2.322 0.651
H2 -1.823 0.121 -0.059
H3 1.891 -0.694 -0.661
H4 -0.201 -0.292 -1.680
H5 1.939 2.810 -0.288
H6 0.686 3.064 -1.503
H7 -0.085 -2.009 -1.405
C1 1.023 -0.735 0.001
H8 -1.596 -1.037 1.833
C2 0.873 0.590 0.754
H9 0.333 0.436 1.701
H10 -2.514 -2.229 1.172
C3 -0.187 -1.054 -0.894
H11 1.665 1.600 -1.536
H12 -0.837 -2.291 1.141
C4 1.174 2.322 -0.887
C5 -1.558 -0.920 -0.266
H13 1.854 0.925 1.125
H14 -2.314 -1.323 -0.935
H15 1.220 -1.541 0.715
N1 0.203 1.625 -0.027
N2 -1.658 -1.690 1.049

Multiplicity: 1
Total charge: +1
Orbital gap in eV: 9.145

*4*
The following is a DFT calculation (wB97M-V/def2-TZVPD) of a cluster of 2 separate species, C5H15N2 in total.

Element x y z (Å)
H1 -1.382 -1.596 -0.592
H2 -1.792 0.145 -0.670
H3 -2.455 1.234 1.588
C1 -1.431 0.924 1.788
C2 0.279 -0.294 -0.651
H4 0.394 0.458 -1.445
C3 1.128 -1.475 -0.973
H5 1.601 -1.637 -2.956
C4 -1.250 -0.525 1.314
H6 2.271 2.253 1.107
H7 0.019 -1.564 -2.773
H8 -0.694 1.467 1.207
H9 -0.377 -1.056 1.702
C5 -1.084 -0.588 -0.297
H10 1.107 1.903 -0.005
H11 1.597 3.461 0.114
H12 -1.232 1.085 2.841
N1 1.455 2.606 0.630
H13 2.209 -1.379 -0.856
N2 0.857 -1.934 -2.327
H14 -2.073 -1.193 1.561
H15 0.852 -2.295 -0.305

Multiplicity: 1
Total charge: +1
Orbital gap in eV: 6.099

Of them, the most stable is *1* and the least stable is *4*.

*1*
The following is a DFT calculation (wB97M-V/def2-TZVPD) of a cluster of 2 separate species, C5H15N2 in total.

Element x y z (Å)
H1 2.974 1.208 0.603
C1 1.626 -1.555 -0.073
H2 -0.436 0.768 1.512
H3 -0.898 -1.554 -1.071
H4 4.043 2.587 0.263
H5 -3.441 -0.543 0.311
H6 1.247 -2.544 0.182
H7 -1.672 1.816 1.268
N1 0.655 -0.566 -0.177
H8 3.078 1.792 -1.064
C2 -1.565 0.311 -0.135
H9 -0.851 -1.653 0.662
H10 -3.609 0.901 -0.636
H11 -3.060 -0.573 -1.433
C3 -0.671 -0.944 -0.182
H12 -1.065 0.964 -0.868
N2 -1.396 0.844 1.192
H13 2.092 -1.513 -1.073
C4 -2.990 0.012 -0.511
H14 4.489 1.041 -0.364
C5 3.620 1.665 -0.138
H15 2.395 -1.222 0.634

Multiplicity: 1
Total charge: +1
Orbital gap in eV: 5.622

*2*
The following is a DFT calculation (wB97M-V/def2-TZVPD) of the ion C5H15N2 with charge +1.

Element x y z (Å)
H1 1.882 1.413 -1.360
H2 -0.101 2.667 1.073
H3 -1.683 -1.848 -0.788
C1 -0.400 2.570 0.007
H4 0.488 -3.099 0.842
H5 -0.834 -0.912 -1.716
H6 -0.128 0.278 1.525
H7 -1.531 0.088 0.740
H8 1.615 -0.088 -0.599
C2 -0.626 -1.781 -1.066
H9 1.913 1.369 0.286
H10 -0.255 3.384 -0.717
C3 -0.469 0.086 0.488
H11 -0.651 -2.165 1.947
H12 -1.495 2.655 0.080
H13 1.081 -1.806 1.790
C4 0.173 -2.160 1.251
H14 -0.557 1.003 -1.414
N1 0.119 -1.219 0.108
H15 -0.003 -2.579 -1.457
N2 1.489 0.947 -0.539
C5 -0.029 1.198 -0.481

Multiplicity: 1
Total charge: +1
Orbital gap in eV: 10.002

Of them, the most stable is *2* and the least stable is *1*.

*1*
The following is a DFT calculation (wB97M-V/def2-TZVPD) of the ion C5H15N2 with charge +1.

Element x y z (Å)
H1 -1.282 -1.232 -2.289
C1 1.332 -1.545 -0.988
H2 1.202 1.370 -0.234
C2 -0.593 0.900 0.790
H3 -0.291 0.604 2.949
H4 -0.770 0.516 -2.461
H5 -1.316 1.981 2.479
H6 1.453 0.779 1.263
H7 2.048 -1.495 -0.161
H8 0.920 -2.560 -0.761
C3 -0.528 -0.517 0.196
H9 -0.212 -1.235 0.961
H10 0.829 2.381 1.055
H11 -1.136 1.494 0.058
N1 0.326 -0.498 -1.001
H12 1.843 -1.445 -1.944
N2 0.862 1.417 0.731
H13 -1.910 0.329 2.459
H14 -1.544 -0.875 -0.035
H15 0.277 -0.814 -3.021
C4 -1.042 0.954 2.239
C5 -0.468 -0.510 -2.287

Multiplicity: 1
Total charge: +1
Orbital gap in eV: 9.751

*2*
The following is a DFT calculation (wB97M-V/def2-TZVPD) of the ion C5H15N2 with charge +1.

Element x y z (Å)
N1 -2.240 1.458 -0.661
C1 0.897 -0.764 0.136
H1 -0.821 -0.824 -1.101
H2 -2.479 1.592 -1.637
C2 1.694 -1.021 -1.138
H3 -2.433 2.348 -0.212
C3 -0.802 1.251 -0.436
N2 -1.431 -0.662 0.890
H4 -2.262 -0.048 0.855
H5 -0.130 1.524 -1.259
H6 -1.640 -1.656 0.940
H7 2.376 -0.663 1.615
H8 2.217 0.864 0.749
H9 1.184 -1.792 -1.717
C4 -0.526 -0.224 -0.248
H10 -0.294 1.820 0.371
C5 1.642 0.034 1.205
H11 -1.044 -0.406 1.807
H12 2.668 -1.437 -0.871
H13 0.976 0.491 1.949
H14 0.624 -1.752 0.519
H15 1.822 -0.131 -1.757

Multiplicity: 1
Total charge: +1
Orbital gap in eV: 11.287

*3*
The following is a DFT calculation (wB97M-V/def2-TZVPD) of the ion C5H15N2 with charge +1.

Element x y z (Å)
H1 0.086 0.644 2.265
C1 -1.628 -2.076 -1.496
C2 -0.214 -1.106 0.283
H2 -2.263 -1.348 -0.991
N1 -0.105 0.866 -1.058
H3 1.696 2.793 0.689
H4 2.523 1.539 1.663
H5 0.371 -2.560 -1.010
H6 1.578 2.851 2.339
H7 -1.118 0.845 -1.023
H8 -1.927 -3.061 -1.083
H9 0.183 0.292 -1.858
H10 1.568 0.172 -0.086
N2 -0.248 -1.764 -1.069
H11 -1.831 -2.156 -2.561
H12 -0.560 1.718 1.393
C3 1.602 2.107 1.535
C4 0.430 1.184 1.368
H13 0.261 -1.867 0.913
H14 0.262 1.806 -1.211
C5 0.518 0.224 0.215
H15 -1.184 -1.103 0.781

Multiplicity: 1
Total charge: +1
Orbital gap in eV: 10.253

*4*
The following is a DFT calculation (wB97M-V/def2-TZVPD) of a cluster of 2 separate species, C5H15N2 in total.

Element x y z (Å)
H1 0.450 1.129 0.694
C1 -2.518 -0.434 0.448
H2 -1.786 1.580 -1.194
C2 -0.557 0.854 1.008
C3 -0.327 -1.246 -0.120
C4 3.029 0.380 -0.132
H3 3.145 1.485 -0.118
N1 -1.165 -0.044 0.014
H4 -1.758 0.010 -2.011
C5 -1.243 0.639 -1.289
H5 4.258 -1.187 -0.022
N2 4.191 -0.176 -0.018
H6 -0.239 0.851 -1.658
H7 -1.158 1.755 1.125
H8 -0.713 -1.893 -0.904
H9 -3.172 0.437 0.485
H10 -2.479 -0.887 1.438
H11 5.089 0.305 0.071
H12 0.699 -0.953 -0.359
H13 -0.315 -1.800 0.817
H14 -0.492 0.355 1.973
H15 -2.941 -1.160 -0.247

Multiplicity: 1
Total charge: +1
Orbital gap in eV: 9.340

Of them, the most stable is *2* and the least stable is *4*.